(1)
111
Properties=species:S:1:pos:R:3:forces:R:3:lowdin_charge:R:1 method="wB97M-V/def2-TZVPD" charge=-1 relative_energy_kj_mol=17.0 e_homo_ev=-3.492 orbital_gap_ev=5.52
I 2.010542 -0.263934 1.596456 0.129 0.158 0.192 1.0664
Cd -0.321416 -0.560735 -0.810534 -0.181 -0.269 -0.049 1.2775
Cl 2.999212 -3.632447 1.552724 0.011 0.012 -0.004 0.5928
Cl 0.589256 -2.248038 -3.211975 -0.052 0.026 0.036 0.6308
S 2.607683 1.258521 -1.612187 -0.038 0.039 -0.026 0.7376
P 0.421170 2.728263 1.160345 0.033 0.033 0.026 1.0422
P -2.064603 0.834179 -2.338037 0.034 -0.080 -0.023 0.8943
O -2.168307 -0.653842 0.475113 0.089 -0.102 -0.026 -0.1606
O -2.201863 -2.276538 -1.618761 0.157 0.032 -0.018 -0.1402
O -3.684896 -1.873437 1.566383 -0.010 0.031 -0.017 0.0412
O 1.163875 1.030780 -1.992862 0.152 0.075 0.013 -0.7120
N 1.176252 -1.896185 -0.151647 -0.022 0.073 -0.110 -0.4084
C 1.459800 4.845233 -0.222607 0.007 -0.006 0.005 -0.1148
C -2.030741 5.409485 -3.012101 0.012 0.009 -0.005 -0.0977
C -0.201135 -4.756964 1.669849 -0.007 -0.021 0.040 -0.0916
C 4.156393 2.608416 5.014321 -0.016 0.010 -0.009 -0.0621
C -1.919695 0.220619 -4.062092 -0.049 0.058 -0.024 -0.2628
C 2.572213 -3.898476 -0.125465 -0.013 0.044 -0.001 -0.6103
C 1.567087 6.122574 -0.751226 0.006 0.009 -0.010 -0.1015
C 2.858426 1.239077 2.918061 0.062 -0.095 0.002 -0.5460
C 2.311050 2.484874 3.371369 -0.056 -0.007 -0.027 -0.1900
C -2.899005 -1.676473 0.643454 -0.041 0.005 0.056 -0.6231
C 1.203468 4.782640 4.621294 0.010 -0.009 -0.001 -0.0757
C -1.109712 -3.779139 1.290187 -0.002 0.005 -0.003 -0.0124
C -3.268660 3.394358 -2.572513 -0.002 0.010 0.018 -0.1027
C -2.762632 -2.831827 -0.417338 -0.015 -0.026 -0.013 -0.3236
C 3.469709 -0.264374 -1.980266 -0.045 -0.025 -0.058 -0.2628
C -3.235581 4.769698 -2.766524 -0.012 -0.021 0.000 -0.0867
C -1.814528 -3.908408 0.102430 -0.008 0.007 -0.015 -0.1534
C -1.283811 2.326987 1.676998 -0.029 -0.006 -0.017 -0.3877
C 4.035099 0.791500 3.467598 0.029 0.011 0.013 -0.1983
C 1.686803 -2.930662 -0.760572 -0.060 -0.075 -0.038 -0.5998
C -0.725216 5.353442 0.605607 -0.006 0.017 -0.001 -0.1022
C 1.157140 3.138445 2.822723 -0.020 0.008 -0.066 -0.3006
C 1.513574 -3.321475 -2.149341 -0.017 0.023 -0.006 -0.5850
C -2.732843 1.054780 3.133765 0.033 -0.002 -0.001 -0.0777
C -0.630765 6.626652 0.059692 -0.015 -0.017 0.003 -0.0915
C 3.074177 -5.032471 -0.711868 0.002 -0.018 -0.021 -0.1763
C -3.794798 0.442814 -1.941853 -0.013 -0.092 0.038 -0.2494
C -5.947948 -3.840270 -2.270159 -0.003 0.000 0.000 -0.0948
C 2.946620 3.119190 4.484254 0.026 -0.011 0.009 -0.1738
C 0.516200 7.019401 -0.614464 0.004 -0.012 -0.007 -0.1062
C -4.813913 -4.154174 0.238280 -0.014 0.009 -0.009 -0.0184
C -6.627269 -4.551643 -1.296679 0.005 0.000 -0.005 -0.1112
C 2.788613 -5.354879 -2.038872 0.014 0.013 0.020 -0.1503
C -3.830041 1.387581 2.355227 -0.021 0.031 -0.005 -0.0897
C 2.005339 -4.460421 -2.751346 -0.017 0.004 0.008 -0.1797
C -4.127118 -3.428503 -0.735443 -0.007 -0.019 0.007 -0.1431
C -1.593766 -5.028064 -0.698733 0.007 -0.010 -0.024 -0.0320
C -2.388728 2.634445 0.885482 -0.003 0.010 -0.005 -0.1272
C -3.654827 2.188934 1.239121 0.014 0.013 0.054 -0.1036
C -0.670838 -5.993675 -0.331535 0.005 0.009 0.007 -0.0781
C 3.246327 2.215784 -2.991968 0.000 0.037 -0.002 -0.2578
C 4.710305 1.481265 4.493116 -0.013 -0.005 -0.008 -0.0959
C 2.370001 4.260633 5.088932 -0.006 0.005 0.004 -0.0488
C 0.027242 -5.858099 0.860371 -0.006 0.008 -0.001 -0.0957
C -1.474550 1.531557 2.807683 -0.023 -0.003 0.016 -0.1004
C 0.620492 4.222388 3.472075 -0.003 0.021 0.001 -0.0924
C -0.887776 3.298752 -2.855012 -0.045 -0.001 0.019 -0.0957
C -6.051653 -4.706642 -0.039718 0.006 -0.002 0.001 -0.0807
C -0.857658 4.669133 -3.060570 0.005 0.005 0.010 -0.0864
C -2.096066 2.643259 -2.612000 0.005 0.006 -0.071 -0.3763
C -4.703131 -3.283938 -1.990513 -0.018 -0.014 -0.010 -0.0362
C 0.321068 4.442682 0.478241 0.013 0.014 0.043 -0.3623
H -1.073580 0.710352 -4.544231 0.042 -0.038 0.022 0.0402
H -4.155373 5.339903 -2.719837 0.000 -0.001 0.000 0.0987
H -0.272627 4.686754 3.074532 -0.002 0.003 -0.014 0.0955
H -4.474613 0.781852 -2.725780 -0.005 -0.005 0.001 0.0486
H -4.061419 0.880971 -0.981378 0.016 -0.014 -0.018 0.0271
H 0.089050 5.167658 -3.227679 -0.004 -0.003 0.002 0.0979
H -1.460209 7.315589 0.166473 0.003 0.003 0.000 0.1015
H -4.807709 0.994131 2.599422 0.004 -0.006 -0.002 0.1047
H -0.487554 -6.841459 -0.979482 -0.002 -0.006 0.003 0.0995
H 2.874601 4.698553 5.942992 -0.001 0.001 -0.001 0.1059
H -1.252649 -2.907324 1.915323 0.004 0.005 0.001 0.1194
H 3.180978 -0.983433 -1.215384 -0.018 -0.005 0.033 0.0012
H 4.442970 -0.153281 3.126576 -0.008 0.003 -0.007 0.0679
H -0.625493 1.260051 3.423927 0.001 -0.005 -0.004 0.0971
H -4.171255 -2.738818 -2.758964 -0.015 -0.008 0.007 0.1032
H 2.739154 3.180023 -2.969895 0.005 -0.001 -0.008 0.0377
H -3.872365 -0.638335 -1.837962 0.000 0.073 -0.053 0.0185
H -2.827647 0.431520 -4.630820 0.018 0.043 -0.009 0.0435
H -1.616589 -2.931647 -2.023364 0.020 0.012 0.047 0.0436
H -6.572713 -5.264426 0.728958 0.000 0.001 0.000 0.0969
H 4.543564 -0.076569 -1.960837 -0.004 0.009 0.032 0.0613
H -1.741862 -0.854497 -4.050848 -0.029 -0.004 0.034 -0.0017
H -2.001793 6.483135 -3.150460 0.001 0.001 0.001 0.0997
H -2.852580 0.392567 3.980917 -0.007 0.009 0.009 0.1078
H 2.469512 6.416861 -1.274170 -0.002 0.000 -0.001 0.0984
H -2.267433 3.224885 -0.014236 0.016 -0.008 0.010 0.0776
H -7.594439 -4.989021 -1.512784 -0.002 0.005 0.002 0.0910
H -4.217184 2.912281 -2.375971 -0.001 0.020 0.014 0.0887
H 2.280094 4.142394 -0.335861 -0.003 -0.003 0.002 0.0853
H 0.766845 -6.596253 1.144646 -0.003 0.003 0.001 0.1026
H 0.589520 8.015233 -1.034236 0.000 0.001 0.003 0.0964
H 5.638532 1.085200 4.886940 -0.001 -0.003 0.000 0.0975
H 3.027893 1.695196 -3.924270 -0.008 -0.007 0.010 0.0600
H 1.774164 -4.637752 -3.794805 -0.003 0.000 0.002 0.0853
H 4.617921 3.132089 5.843689 0.005 -0.003 -0.001 0.1030
H -6.380198 -3.716471 -3.255993 0.000 -0.002 0.000 0.0937
H 0.361726 -4.632253 2.585234 -0.009 -0.003 -0.012 0.0890
H 4.319047 2.361525 -2.864756 0.004 -0.005 -0.005 0.0536
H 0.744266 5.639771 5.097735 -0.002 -0.002 0.000 0.0996
H 3.137244 -0.613875 -2.958540 0.027 -0.005 0.003 0.0514
H -1.624820 5.072726 1.138630 0.008 0.000 0.007 0.0974
H -4.369947 -4.265343 1.217226 -0.002 -0.009 -0.004 0.1200
H 3.696817 -5.683813 -0.110372 0.002 -0.001 -0.003 0.0887
H 0.028473 2.722475 -2.848966 0.031 -0.006 0.002 0.0672
H -2.155179 -5.148673 -1.620898 -0.006 0.011 0.004 0.1230
H -4.505724 2.454406 0.623244 -0.029 0.020 -0.017 0.0969
H 3.181038 -6.250868 -2.498756 -0.004 -0.003 0.003 0.0781



(2)
80
Properties=species:S:1:pos:R:3:forces:R:3:lowdin_charge:R:1 method="wB97M-V/def2-TZVPD" charge=+3 spin_multiplicity=6 relative_energy_kj_mol=81.6 e_homo_ev="-15.214 / -15.597" orbital_gap_ev="6.87 / 4.87" s2=8.8102
Os 0.158342 -1.263463 0.344006 -0.146 -0.076 0.051 1.1207
Ge -1.975651 -1.937960 -0.784359 -0.048 -0.012 -0.003 0.7845
S -0.949034 -1.173511 2.385776 0.097 0.092 -0.065 0.6932
O 0.819688 -3.596964 0.846668 0.141 0.035 -0.042 -0.0701
O 2.419227 -2.096149 0.590086 -0.059 -0.082 0.029 -0.0353
N 0.964019 -0.385749 -1.399241 0.060 0.032 -0.076 -0.0703
N -0.330829 0.531969 4.312719 0.020 0.015 -0.027 0.1609
N 1.021246 0.546640 1.041561 0.041 -0.019 0.153 -0.0886
N 0.797726 0.893581 2.351665 -0.064 -0.039 0.043 0.0435
C -0.090449 0.170465 3.065990 0.036 0.012 -0.025 -0.7040
C 2.297375 0.872352 -3.480614 0.005 0.027 0.022 0.0174
C 3.076859 -4.301874 1.106275 -0.034 0.018 0.020 0.0531
C -5.627490 -3.393809 2.010003 -0.001 -0.018 0.007 0.0711
C 2.025809 -3.263423 0.827730 -0.043 0.053 -0.028 -0.6744
C -4.648211 -5.609290 2.293120 0.024 0.039 -0.029 0.0641
C -3.600309 -6.509008 2.086686 -0.017 -0.002 0.009 -0.0020
C 1.587173 -0.288994 -3.701787 -0.009 -0.015 -0.005 0.0126
C 4.302816 -5.605946 2.684784 -0.057 0.041 0.066 0.0670
C -5.550217 -2.091870 1.510752 0.012 0.045 -0.018 0.0062
C -2.479528 -6.105781 1.386345 0.022 -0.017 -0.001 -0.0038
C 3.801174 -4.862302 0.002565 0.003 -0.039 -0.031 -0.1511
C 5.043488 -6.184038 1.610090 0.042 -0.041 -0.001 -0.1430
C -3.732030 -0.438213 -2.545395 0.029 -0.108 -0.025 -0.1060
C -3.440085 -3.888976 1.034428 0.014 -0.066 0.029 -0.1776
C -1.829364 -3.302449 -2.197429 -0.031 0.027 0.042 -0.2288
C -2.737472 -0.320252 -1.571438 -0.038 -0.039 -0.106 -0.3642
C 6.079303 -7.192058 1.900941 -0.007 0.006 0.004 0.0090
C -3.388885 -2.583098 0.481218 0.010 0.003 -0.003 -0.2022
C -4.579677 -4.301455 1.786028 0.006 -0.050 0.015 -0.1543
C 0.928965 -0.884654 -2.635743 -0.045 -0.032 0.012 -0.0754
C -3.860014 1.951919 -2.764585 -0.009 -0.029 -0.007 -0.0554
C 2.539061 -4.052993 3.567508 0.006 0.009 0.005 0.0016
C -2.874560 2.089965 -1.797671 -0.027 0.019 -0.028 -0.0730
C 4.760403 -5.793370 0.277005 -0.009 0.016 -0.074 0.0618
C 3.490699 -4.416176 -1.389952 0.010 -0.014 -0.023 0.0034
C 2.332139 1.406746 -2.194820 -0.010 -0.035 -0.019 0.0391
C -4.289498 0.684784 -3.137846 0.000 0.076 0.002 -0.0546
C 3.328289 -4.679414 2.460122 0.028 -0.004 0.027 -0.1603
C -4.451968 -1.703138 0.768836 -0.044 0.062 -0.029 -0.0449
C 1.631547 1.305290 0.200998 0.021 0.081 0.058 -0.2093
C 2.239716 2.632773 0.494661 0.002 0.014 0.010 0.0292
C 1.665250 0.759879 -1.175314 -0.005 -0.008 -0.070 -0.1969
C -2.394943 -4.811371 0.866049 -0.019 0.059 -0.001 0.0300
C -2.321937 0.960240 -1.210419 0.073 -0.010 0.121 -0.1472
H 2.815063 1.368591 -4.290157 0.004 0.003 0.000 0.1369
H 2.622174 -2.964597 3.524137 0.005 -0.001 -0.002 0.0986
H 1.807250 3.392599 -0.158052 0.004 0.000 0.001 0.1180
H 1.524373 -0.734208 -4.684435 -0.004 -0.007 0.001 0.1329
H 1.482269 -4.306472 3.471330 -0.008 -0.007 0.000 0.0987
H -4.294988 2.828465 -3.225351 0.001 0.003 -0.001 0.1177
H 4.038133 -5.005128 -2.121374 0.004 0.009 0.001 0.0995
H -2.545452 3.077895 -1.502347 0.006 -0.001 0.012 0.1087
H -1.064073 -4.051100 -1.995208 0.021 0.023 0.013 0.0173
H 6.685971 -6.893548 2.759015 0.003 0.003 0.000 0.1158
H -3.670055 -7.515142 2.476554 -0.004 0.000 0.004 0.1296
H 0.349371 -1.787728 -2.766437 0.009 0.007 -0.016 0.0971
H -0.992246 0.003689 4.861399 -0.003 -0.005 -0.004 0.1271
H -1.561179 1.086800 -0.442412 0.002 0.005 0.006 0.0632
H 0.091914 1.337253 4.750670 0.000 0.001 -0.001 0.1431
H 1.238477 1.720038 2.732301 0.003 -0.017 0.008 0.1602
H -1.496306 -4.510242 0.342244 0.010 -0.016 -0.020 0.0807
H 3.757850 -3.364684 -1.512332 0.003 0.006 -0.001 0.1013
H -5.057542 0.574792 -3.891619 -0.005 -0.009 0.001 0.1178
H 4.534633 -5.918847 3.695633 0.001 0.000 0.000 0.1456
H 6.712358 -7.408335 1.045049 0.000 0.001 -0.002 0.1015
H -5.526620 -5.919149 2.845655 -0.005 0.000 0.001 0.1391
H -2.785199 -3.814854 -2.312801 0.001 -0.006 0.019 0.0393
H -4.080668 -1.418400 -2.855356 0.004 0.010 0.000 0.1076
H -6.358963 -1.397249 1.694002 0.000 0.002 -0.002 0.1306
H -1.612297 -2.808199 -3.144484 0.014 -0.031 -0.018 0.0216
H 2.877560 2.319025 -2.003441 0.001 0.003 0.006 0.1289
H -6.494062 -3.707995 2.578784 -0.003 -0.007 0.001 0.1405
H 2.422211 -4.513078 -1.596014 -0.008 -0.002 0.012 0.0987
H 2.104723 2.964268 1.520414 -0.004 0.004 -0.005 0.0816
H 5.581939 -8.123918 2.205398 -0.005 -0.002 -0.001 0.1315
H 5.328790 -6.244096 -0.526599 -0.002 0.003 -0.005 0.1432
H -1.662820 -6.797812 1.232546 0.007 0.007 -0.006 0.1249
H 3.313141 2.597655 0.299389 0.002 -0.002 0.000 0.1193
H -4.418057 -0.697828 0.365712 -0.028 -0.001 0.009 0.1086
H 2.895290 -4.386777 4.538737 -0.006 -0.004 0.000 0.0978